Here is C2H3MnO2P as an isolated structure at a distorted geometry from the OMol25 dataset. Energies are from ωB97M-V/def2-TZVPD.

CARTESIAN COORDINATES (ANGSTROEM)
O (3.1366, -0.7935, 0.9034)
C (2.9466, -0.6015, -0.2914)
H (3.3561, -0.6923, -1.3718)
P (2.4478, 1.0117, 0.1263)
C (-2.9927, 0.1651, 0.1430)
O (-1.8672, 0.2342, 0.6076)
Mn (-0.0592, 0.5257, 0.1198)
H (-3.6767, -0.6265, 0.4873)
H (-3.2912, 0.7771, -0.7242)

The gap between HOMO and LUMO (spin up / spin down) is 0.306 / 0.291 Ha. The value obtained for the energy relative to the best compared isomer or geometry (same formula, charge and spin) is 145.3 kJ/mol. Its total charge is +2. Its multiplicity is 6.